Here is a structure of composition C43H48CoN11PS3 from the OMol25 dataset. Energies are from the ωB97M-V functional and the def2-TZVPD basis.

CARTESIAN COORDINATES (ANGSTROEM)
Co: 0.2806 0.1361 -0.4577
N: -0.8409 0.9796 3.5538
C: -0.6746 0.7390 2.2149
S: 0.9446 0.5505 1.6177
N: -1.7625 0.6309 1.4991
N: -1.4807 0.4036 0.1761
C: -2.4526 0.3482 -0.6745
C: -3.8845 0.4835 -0.3411
C: -4.6578 1.4344 -1.0046
C: -6.0046 1.5694 -0.7050
C: -6.5893 0.7429 0.2430
C: -5.8239 -0.2096 0.9027
C: -4.4739 -0.3321 0.6223
C: -1.9979 0.1728 -2.0781
C: -2.8502 -0.0662 -3.1447
C: -2.3100 -0.1857 -4.4186
C: -0.9418 -0.0612 -4.5901
C: -0.1513 0.1430 -3.4681
N: -0.6595 0.2453 -2.2464
H: -0.0553 1.4119 4.0139
H: -1.7405 1.3670 3.8035
H: -4.2020 2.0855 -1.7410
H: -6.5968 2.3191 -1.2121
H: -7.6421 0.8421 0.4705
H: -6.2820 -0.8512 1.6435
H: -3.8681 -1.0566 1.1500
H: -3.9140 -0.1516 -2.9786
H: -2.9561 -0.3685 -5.2667
H: -0.4861 -0.1272 -5.5677
H: 0.9262 0.2351 -3.5465
S: -0.8749 6.0215 -1.8074
C: -0.7987 7.6546 -2.2928
C: 0.4333 7.9858 -2.7662
C: 1.3332 6.8924 -2.7361
C: 0.7725 5.7469 -2.2398
C: 1.4031 4.4368 -2.0703
C: 0.6982 3.3672 -1.4714
N: 1.1966 2.1671 -1.2938
C: 2.4542 1.9285 -1.7098
C: 3.2576 2.9100 -2.3000
C: 4.6015 2.5722 -2.6843
C: 5.0971 1.3354 -2.4709
C: 4.2931 0.3080 -1.8669
C: 4.7681 -0.9847 -1.6015
C: 3.9481 -1.9139 -0.9962
C: 2.6380 -1.5108 -0.6839
N: 2.1531 -0.3166 -0.9575
C: 2.9710 0.6054 -1.5185
C: 4.3571 -3.2838 -0.6733
C: 3.5433 -4.3352 -0.3371
C: 4.2605 -5.5361 -0.1043
C: 5.6033 -5.3748 -0.2669
S: 6.0041 -3.7755 -0.7025
C: 2.6975 4.1825 -2.4774
H: -1.6669 8.2865 -2.2011
H: 0.6905 8.9719 -3.1214
H: 2.3588 6.9655 -3.0671
H: -0.3170 3.5178 -1.1178
H: 5.2174 3.3373 -3.1394
H: 6.1154 1.0962 -2.7494
H: 5.7857 -1.2386 -1.8761
H: 1.9627 -2.1893 -0.1896
H: 2.4641 -4.2610 -0.3228
H: 3.8039 -6.4817 0.1493
H: 6.3799 -6.1151 -0.1625
H: 3.2933 4.9594 -2.9389
C: 0.0793 -2.8024 5.7590
N: 1.3163 -3.1368 4.9074
C: 1.3218 -4.6531 4.6568
N: 0.1031 -5.0734 4.0629
C: -1.0302 -4.7083 4.9107
N: -1.1048 -3.2665 5.1352
C: -1.4301 -2.5188 3.9169
P: -0.1691 -2.7168 2.5642
C: 1.3144 -2.3574 3.6230
C: -0.0540 -4.5737 2.6914
H: 0.0690 -1.7207 5.8882
H: 0.2351 -3.2972 6.7182
H: 2.1509 -2.8932 5.4423
H: 1.4599 -5.1179 5.6334
H: 2.1768 -4.8657 4.0154
H: -0.9259 -5.2097 5.8742
H: -1.9517 -5.0470 4.4413
H: -1.5206 -1.4572 4.1562
H: -2.4013 -2.8489 3.5444
H: 1.3289 -1.2951 3.8694
H: 2.2322 -2.5878 3.0794
H: 0.7794 -4.9348 2.0828
H: -0.9607 -5.0078 2.2648
C: -0.6207 -5.2638 -1.1194
C: -0.3249 -4.3299 -2.2878
C: -1.6188 -3.9768 -3.0276
C: 0.6622 -4.9859 -3.2477
N: 0.3734 -3.1287 -1.7727
N: -0.4017 -2.2668 -0.9454
H: -1.0919 -6.1789 -1.4782
H: -1.3108 -4.8070 -0.4045
H: 0.3017 -5.5380 -0.6025
H: -2.0152 -4.8550 -3.5375
H: -1.4329 -3.2087 -3.7835
H: -2.4037 -3.6227 -2.3542
H: 0.2785 -5.9438 -3.5976
H: 1.6206 -5.1528 -2.7539
H: 0.8301 -4.3563 -4.1250
H: 0.6758 -2.5727 -2.5677
H: -0.4930 -2.7051 -0.0361
H: -1.3461 -2.1568 -1.3151

The calculation puts the HOMO energy (spin up / spin down) at -11.896 / -11.894 eV. The value obtained for the energy above the lowest of the compared OMol25 structures with the same formula, charge and spin is 0.026 eV. Its HOMO-LUMO gap (spin up / spin down) is 6.99 / 7.00 eV. The spin multiplicity is 2. The net charge is +2.

Atom charges from the Mulliken analysis, given in e for atoms 1 to 8: atom 1 (Co): -0.4113, atom 2 (N): -0.2813, atom 3 (C): 0.0930, atom 4 (S): -0.6972, atom 5 (N): -1.6905, atom 6 (N): 2.3946, atom 7 (C): 1.0321, atom 8 (C): -0.3396

Here is a structure of composition C43H49N7O3S2SeZr in a non-equilibrium geometry from the OMol25 dataset. Energies are from the ωB97M-V functional and the def2-TZVPD basis.

CARTESIAN COORDINATES (ANGSTROEM)
Zr: 0.1611 -0.2625 0.1009
C: -4.2999 3.1153 -1.4004
C: -3.9694 1.7146 -0.8695
C: -5.1917 1.1025 -0.1779
C: -3.4630 0.8213 -1.9862
C: -4.3482 0.4202 -2.9786
C: -3.9355 -0.3787 -4.0271
C: -2.6308 -0.8361 -4.0794
C: -1.7092 -0.4558 -3.1143
C: -0.2537 -0.8574 -3.2261
C: -0.0438 -2.2319 -3.8494
C: 0.5109 0.2168 -4.0064
C: -2.1228 0.4006 -2.0814
N: -1.1485 0.9048 -1.1549
C: -0.8663 2.2176 -1.3164
O: -1.1755 2.9455 -2.2441
C: -0.0698 2.7604 -0.1627
C: 0.2664 4.0924 -0.0127
C: 1.0366 4.4566 1.0826
C: 1.4781 3.4807 1.9666
C: 1.0937 2.1723 1.7405
N: 0.3023 1.8408 0.7248
C: 1.5333 1.0066 2.5741
O: 2.1881 1.1878 3.5837
N: 1.1299 -0.1711 2.0488
C: 1.3576 -1.2908 2.9304
C: 0.4956 -1.3736 4.0608
C: 0.5960 -2.4729 4.9060
C: 1.5143 -3.4741 4.6694
C: 2.4358 -3.3183 3.6535
C: 2.4274 -2.2146 2.8023
C: 3.6736 -2.1131 1.9181
C: 3.4945 -2.7584 0.5484
C: 4.2584 -0.7030 1.7951
C: -0.4136 -0.2146 4.4770
C: 0.2850 0.5486 5.6153
C: -1.8238 -0.5931 4.9446
H: -4.5891 3.7749 -0.5793
H: -5.1274 3.0687 -2.1111
H: -3.4382 3.5464 -1.9056
H: -3.1831 1.8062 -0.1168
H: -6.0409 1.0361 -0.8597
H: -5.4872 1.7222 0.6710
H: -4.9636 0.1032 0.1912
H: -5.3768 0.7568 -2.9377
H: -4.6376 -0.6585 -4.8032
H: -2.3271 -1.4806 -4.8943
H: 0.1755 -0.8880 -2.2107
H: -0.2875 -2.2213 -4.9126
H: -0.6581 -2.9833 -3.3515
H: 1.0030 -2.5248 -3.7524
H: 0.1598 0.2500 -5.0390
H: 1.5810 -0.0014 -4.0117
H: 0.3489 1.2032 -3.5680
H: -0.0791 4.8022 -0.7507
H: 1.3155 5.4908 1.2340
H: 2.1157 3.7027 2.8103
H: -0.0479 -2.5415 5.7748
H: 1.5598 -4.3395 5.3185
H: 3.2201 -4.0560 3.5307
H: 4.4230 -2.7147 2.4401
H: 2.7231 -2.2637 -0.0179
H: 3.2387 -3.8098 0.6608
H: 4.4223 -2.6889 -0.0243
H: 3.7311 -0.1206 1.0421
H: 5.3037 -0.7726 1.4908
H: 4.2136 -0.1717 2.7447
H: -0.5313 0.4618 3.6290
H: 0.3446 -0.0753 6.5100
H: -0.2772 1.4517 5.8615
H: 1.2910 0.8367 5.3263
H: -1.8126 -1.4018 5.6770
H: -2.4619 -0.8777 4.1149
H: -2.2793 0.2764 5.4206
N: -1.8586 -3.1341 2.5105
C: -2.6853 -2.5380 1.6651
S: -2.3865 -0.9396 1.1398
N: -3.8191 -3.2253 1.4423
C: -4.7782 -3.2039 0.3965
C: -6.0457 -3.6796 0.7216
C: -7.0141 -3.8124 -0.2562
C: -6.7108 -3.4984 -1.5706
C: -5.4423 -3.0428 -1.8927
C: -4.4735 -2.8726 -0.9152
H: -0.9963 -2.6822 2.7705
H: -1.9592 -4.1066 2.7517
H: -3.9508 -4.0113 2.0611
H: -6.2650 -3.9521 1.7480
H: -7.9971 -4.1799 0.0070
H: -7.4561 -3.6224 -2.3455
H: -5.1867 -2.8304 -2.9164
H: -3.4842 -2.5295 -1.1861
O: 3.7585 1.0870 -2.2886
S: 2.5128 1.3912 -1.6071
N: 1.8235 0.2268 -0.9800
Se: -0.2148 -2.9133 -0.2645
C: 0.7124 -4.5833 -0.4895
C: 0.2858 -5.6671 0.2687
C: 0.9224 -6.8857 0.1039
N: 1.9246 -7.0822 -0.7484
C: 2.3037 -6.0469 -1.4896
C: 1.7323 -4.7840 -1.4087
H: -0.5302 -5.5480 0.9689
H: 0.6201 -7.7485 0.6887
H: 3.1175 -6.2324 -2.1832
H: 2.0784 -3.9807 -2.0437

The calculation puts the HOMO energy at -8.113 eV. The value obtained for the energy above the lowest of the compared OMol25 structures with the same formula, charge and spin is 1.071 eV. Its HOMO-LUMO gap is 6.89 eV. The spin multiplicity is 1.

Atom charges from the Mulliken analysis, given in e for atoms 1 to 8: atom 1 (Zr): -2.0889, atom 2 (C): -1.7350, atom 3 (C): 1.0253, atom 4 (C): -1.5176, atom 5 (C): 1.1447, atom 6 (C): -0.4211, atom 7 (C): -1.8413, atom 8 (C): -0.8949